[1]
A structure of composition C39H44CeNPS at a distorted geometry, computed with ωB97M-V/def2-TZVPD.

ORCA input file:
```
! RIJCOSX wB97M-V def2-TZVPD def2/J DEFGRID3
* xyz 0 1
Ce 1.95 -0.43 -0.22
C -1.14 3.73 3.18
C 0.02 2.85 3.66
C 0.30 2.90 5.02
C 1.40 2.33 5.56
C 2.26 1.68 4.69
C 2.02 1.59 3.32
C 0.93 2.24 2.78
P 0.73 2.01 0.98
C -0.97 2.59 0.39
C -1.96 1.59 0.43
C -3.30 1.81 0.03
C -3.62 3.03 -0.61
C -2.68 4.04 -0.65
C -1.34 3.84 -0.17
C -0.42 5.03 -0.23
C 2.08 2.90 0.18
C 2.92 3.84 0.84
C 4.13 4.15 0.25
C 4.52 3.54 -0.94
C 3.65 2.73 -1.62
C 2.38 2.41 -1.14
C 1.49 1.40 -1.79
H -1.63 4.27 3.98
H -2.02 3.14 2.75
H -0.82 4.43 2.41
H -0.39 3.50 5.66
H 1.82 2.60 6.61
H 3.15 1.13 5.00
H 2.74 1.17 2.64
H -1.76 0.67 0.99
H -3.94 0.92 0.10
H -4.66 3.17 -0.96
H -2.93 5.05 -0.96
H 0.28 5.12 0.66
H -1.06 5.94 -0.27
H 0.20 4.97 -1.12
H 2.55 4.16 1.77
H 4.84 4.86 0.68
H 5.48 3.63 -1.33
H 4.03 2.31 -2.55
H 1.84 0.97 -2.80
H 0.43 1.63 -2.00
S 3.99 -1.28 0.89
C 2.59 -1.66 -4.74
C 1.29 -1.46 -3.97
C 0.18 -0.69 -4.42
C -0.95 -0.35 -3.68
C -2.03 0.49 -4.25
C -0.97 -0.80 -2.41
C 0.09 -1.60 -1.82
C 1.21 -1.89 -2.63
N 0.18 -1.78 -0.42
C -0.49 -2.91 0.17
C 0.04 -4.20 -0.48
C -0.59 -5.47 0.07
C -2.15 -5.50 -0.20
C -2.75 -4.17 0.48
C -2.49 -4.27 1.99
C -1.01 -4.28 2.29
C -0.44 -5.51 1.57
C -0.33 -2.98 1.76
C -2.04 -2.92 -0.11
H 2.46 -1.23 -5.72
H 2.88 -2.70 -4.70
H 3.52 -1.13 -4.30
H 0.29 -0.40 -5.46
H -2.85 -0.18 -4.45
H -1.57 0.99 -5.13
H -2.23 1.20 -3.54
H -1.79 -0.54 -1.76
H 2.09 -2.42 -2.23
H 1.13 -4.26 -0.33
H -0.09 -4.17 -1.57
H -0.14 -6.34 -0.37
H -2.60 -6.41 0.21
H -2.31 -5.55 -1.32
H -3.79 -4.05 0.19
H -3.03 -5.18 2.34
H -2.92 -3.42 2.53
H -0.78 -4.40 3.31
H -0.94 -6.35 1.98
H 0.65 -5.54 1.67
H 0.69 -3.08 2.10
H -0.93 -2.12 2.16
H -2.43 -1.94 0.26
H -2.12 -3.02 -1.18
*
```



[2]
A structure of composition C39H44ClInN4O5S2, computed with ωB97M-V/def2-TZVPD.

ORCA input file:
```
! RIJCOSX wB97M-V def2-TZVPD def2/J DEFGRID3
* xyz 2 1
In -0.77 -1.45 0.80
O -4.14 -1.29 2.67
C -3.12 -1.62 3.21
C -2.89 -2.02 4.66
C -1.38 -2.30 4.77
C -0.88 -2.09 3.37
O 0.27 -2.19 2.89
N -1.87 -1.71 2.55
H -3.50 -2.89 4.89
H -3.23 -1.22 5.31
H -1.14 -3.31 5.10
H -0.86 -1.62 5.45
C -3.68 1.62 -1.22
S -3.38 0.06 -0.41
O -1.82 0.09 -0.25
C -3.72 -1.08 -1.72
C -2.97 -1.07 -2.89
C -3.25 -2.01 -3.87
C -4.28 -2.94 -3.67
C -5.01 -2.93 -2.49
C -4.72 -2.01 -1.50
H -3.09 1.66 -2.14
H -3.38 2.40 -0.53
H -4.75 1.68 -1.44
H -2.17 -0.35 -3.04
H -2.69 -2.01 -4.79
H -4.50 -3.66 -4.44
H -5.80 -3.66 -2.34
H -5.28 -2.00 -0.56
O -1.32 -2.97 -0.55
S -0.37 -3.33 -1.75
C -1.03 -4.85 -2.35
C -1.57 -5.79 -1.49
C -2.04 -6.98 -2.04
C -1.95 -7.20 -3.41
C -1.41 -6.24 -4.25
C -0.95 -5.04 -3.73
C 1.15 -3.79 -0.96
C 1.16 -4.40 0.28
C 2.38 -4.69 0.88
C 3.56 -4.37 0.23
C 3.54 -3.76 -1.02
C 2.33 -3.46 -1.62
H -1.64 -5.60 -0.43
H -2.47 -7.73 -1.39
H -2.32 -8.13 -3.82
H -1.36 -6.41 -5.32
H -0.54 -4.27 -4.37
H 0.23 -4.67 0.78
H 2.40 -5.16 1.85
H 4.51 -4.61 0.69
H 4.47 -3.52 -1.53
H 2.30 -2.97 -2.59
C 3.75 5.12 1.48
C 3.57 3.63 1.15
C 4.95 2.98 1.32
C 2.60 3.06 2.19
C 3.05 3.42 -0.32
O 3.84 4.14 -1.26
C 1.55 3.73 -0.54
C 1.14 5.23 -0.62
C 0.04 5.61 0.35
C -1.17 4.92 0.36
C -2.18 5.27 1.24
C -1.98 6.31 2.13
Cl -3.24 6.74 3.24
C -0.80 7.02 2.13
C 0.21 6.66 1.24
C 3.33 2.00 -0.87
N 2.59 0.90 -0.23
C 1.33 0.54 -0.39
N 1.09 -0.52 0.38
C 2.29 -0.77 1.01
N 3.22 0.07 0.65
H 4.15 5.20 2.49
H 2.81 5.67 1.48
H 4.46 5.61 0.82
H 5.39 3.31 2.26
H 5.63 3.28 0.51
H 4.90 1.89 1.35
H 3.08 3.10 3.18
H 2.34 2.01 2.01
H 1.68 3.64 2.26
H 3.79 5.09 -1.08
H 0.97 3.24 0.25
H 1.27 3.26 -1.49
H 0.81 5.44 -1.64
H 1.99 5.88 -0.45
H -1.33 4.12 -0.35
H -3.13 4.76 1.24
H -0.66 7.84 2.82
H 1.13 7.24 1.24
H 4.38 1.77 -0.77
H 3.07 2.01 -1.92
H 0.62 1.03 -1.03
H 2.44 -1.57 1.71
*
```



[3]
A structure of composition C39H45ClN4O4PTl, computed with ωB97M-V/def2-TZVPD.

ORCA input file:
```
! RIJCOSX wB97M-V def2-TZVPD def2/J DEFGRID3
* xyz 0 1
Tl -3.10 1.73 -1.20
O -0.71 2.12 -2.00
C -0.52 3.07 -1.18
O -1.43 3.64 -0.54
C 0.90 3.53 -0.95
C 1.07 4.88 -0.64
C 2.34 5.42 -0.49
C 3.44 4.61 -0.66
C 3.28 3.26 -0.94
C 2.01 2.69 -1.08
P 1.81 0.87 -1.34
C 3.42 0.30 -0.63
C 4.52 -0.18 -1.32
C 5.65 -0.63 -0.64
C 5.69 -0.60 0.74
C 4.60 -0.12 1.45
C 3.47 0.31 0.77
C 2.14 0.72 -3.14
C 2.33 -0.56 -3.67
C 2.55 -0.75 -5.02
C 2.56 0.34 -5.88
C 2.34 1.61 -5.37
C 2.14 1.80 -4.01
H 0.18 5.48 -0.52
H 2.46 6.47 -0.26
H 4.44 5.02 -0.57
H 4.16 2.64 -1.04
H 4.52 -0.18 -2.40
H 6.50 -0.99 -1.20
H 6.57 -0.95 1.27
H 4.62 -0.10 2.53
H 2.62 0.68 1.32
H 2.29 -1.42 -3.00
H 2.71 -1.75 -5.41
H 2.73 0.20 -6.94
H 2.33 2.47 -6.04
H 1.97 2.80 -3.63
C -2.31 0.44 -6.72
N -2.69 0.47 -5.31
C -1.71 0.04 -4.32
C -3.87 0.95 -4.88
C -4.91 1.33 -5.90
O -4.11 1.10 -3.68
H -1.25 0.22 -6.78
H -2.48 1.40 -7.20
H -2.86 -0.34 -7.26
H -1.04 -0.67 -4.78
H -2.23 -0.44 -3.49
H -1.14 0.88 -3.91
H -4.79 0.83 -6.86
H -4.89 2.41 -6.06
H -5.88 1.07 -5.48
C 1.02 -3.05 2.22
C 0.20 -3.67 3.35
C 1.17 -4.13 4.45
C -0.51 -4.93 2.83
C -0.84 -2.66 3.94
O -1.40 -3.21 5.14
C -0.16 -1.30 4.23
C -0.80 -0.40 5.31
C -1.90 0.52 4.84
C -1.58 1.67 4.12
C -2.56 2.54 3.66
C -3.89 2.25 3.93
Cl -5.13 3.32 3.35
C -4.23 1.13 4.67
C -3.24 0.28 5.13
C -2.13 -2.56 3.10
N -2.05 -2.02 1.76
C -2.21 -0.75 1.37
N -2.14 -0.66 0.06
C -1.94 -1.95 -0.32
N -1.89 -2.81 0.68
H 1.66 -3.81 1.78
H 1.67 -2.25 2.59
H 0.40 -2.65 1.42
H 2.01 -4.66 3.99
H 0.70 -4.82 5.15
H 1.60 -3.30 5.02
H 0.24 -5.71 2.64
H -1.03 -4.74 1.90
H -1.21 -5.32 3.57
H -0.68 -3.42 5.75
H -0.06 -0.74 3.29
H 0.85 -1.51 4.56
H -0.01 0.23 5.72
H -1.17 -1.03 6.12
H -0.54 1.90 3.90
H -2.29 3.42 3.09
H -5.27 0.93 4.89
H -3.51 -0.60 5.70
H -2.84 -1.96 3.66
H -2.55 -3.56 3.01
H -2.38 0.07 2.05
H -1.83 -2.26 -1.35
*
```

## Properties
Energy above the lowest of the compared OMol25 structures with the same formula, charge and spin = 0.0 kcal/mol



| no. | highest occupied orbital energy (eV) |
| --- | --- |
| 1 | -7.31 |
| 2 | -12.57 |
| 3 | -7.71 |